# 1
Density functional theory data (ωB97M-V/def2-TZVPD) for a structure of composition C27H51N2OP3SSm at a distorted geometry.

Geometry as XYZ:
```
86
Properties=species:S:1:pos:R:3:forces:R:3
Sm 0.17710 0.15858 -1.32227 -0.22 -0.75 2.97
P -1.73626 2.25114 -0.87893 -1.13 1.37 0.06
P -1.93658 -1.47927 0.31437 -0.95 -0.51 0.40
P 2.15343 2.03265 -2.51762 1.33 1.15 -0.82
H -0.65704 -5.49444 -2.08008 0.06 0.61 -0.10
C 0.04641 -4.72131 -2.41342 0.26 0.12 0.49
C 0.92556 -4.12979 -1.59483 -0.26 0.24 -0.53
H 0.91817 -4.18329 -0.50932 0.17 -0.54 -0.19
C -3.03611 2.40815 -2.16311 0.17 -0.22 -0.24
C -2.70443 2.37293 0.67271 0.12 -0.40 0.28
C -0.97028 3.92092 -0.84694 0.36 -0.08 -0.16
C -1.74252 -3.25514 0.74727 0.58 -0.09 -0.34
C -2.66264 -0.92236 1.91664 0.28 0.54 0.07
C -3.44408 -1.53295 -0.72677 0.21 0.06 -0.33
C 3.74330 1.28693 -3.08648 -0.22 -0.61 0.26
C 2.82137 3.37368 -1.46006 -0.43 -0.04 0.39
C 1.72862 2.95119 -4.06078 -0.56 -0.12 0.19
H 0.05855 -4.46478 -3.47287 0.11 -0.47 0.11
H 1.73367 -3.54440 -2.03802 -0.19 0.15 0.17
H -3.67089 3.28671 -1.98477 0.22 -0.21 0.04
H -3.66410 1.50670 -2.17209 0.13 0.24 0.00
H -2.56423 2.50356 -3.15050 -0.18 0.02 0.17
H -3.17434 3.36252 0.76253 0.16 -0.25 -0.23
H -2.02722 2.23780 1.52680 -0.22 0.05 -0.11
H -3.48705 1.60550 0.71409 0.20 0.20 -0.02
H -1.75017 4.67935 -0.69030 0.21 -0.22 -0.11
H -0.43663 4.13052 -1.78370 -0.17 0.03 0.21
H -0.25365 3.98314 -0.01552 -0.21 0.04 -0.17
H -2.71849 -3.75670 0.74119 0.20 0.20 0.04
H -1.30138 -3.33228 1.74871 -0.05 -0.01 -0.19
H -1.07953 -3.74120 0.02324 -0.31 -0.05 0.22
H -3.73184 -1.18417 1.94568 0.38 0.01 -0.02
H -2.55906 0.16236 2.02724 -0.14 -0.30 0.12
H -2.14267 -1.40241 2.75706 -0.11 0.07 -0.27
H -4.15203 -2.25158 -0.29323 0.10 0.27 -0.18
H -3.16640 -1.85638 -1.73742 -0.23 -0.02 0.11
H -3.90860 -0.54159 -0.79512 0.02 -0.21 0.04
H 4.16287 1.90097 -3.89599 -0.15 -0.20 0.31
H 3.55362 0.26987 -3.45449 0.29 0.22 -0.03
H 4.45777 1.24916 -2.25190 -0.22 -0.11 -0.26
H 3.52146 3.99014 -2.03111 -0.09 -0.12 0.02
H 3.34615 2.93463 -0.60294 -0.03 0.12 -0.17
H 2.00841 4.00860 -1.08496 0.24 -0.03 -0.09
H 2.65570 3.32646 -4.51858 -0.37 -0.09 0.18
H 1.06279 3.79364 -3.82933 0.14 -0.20 -0.15
H 1.21607 2.27655 -4.76142 0.21 0.27 0.03
C 0.95464 -1.17197 -5.22938 0.99 -0.09 -1.64
C 0.53924 -0.32935 -6.28931 -0.51 -0.51 0.19
C 0.82338 -0.70648 -7.60912 0.15 -0.04 0.31
C 1.55989 -1.87377 -7.86778 0.09 0.02 0.42
C 2.11717 -2.60097 -6.80578 0.08 0.12 -0.19
C 1.86255 -2.22149 -5.48902 -0.81 -0.08 0.56
S 0.30912 -1.06383 -3.59641 0.11 2.15 -0.78
H 0.40890 0.41323 -3.43420 0.09 -1.82 -1.22
H -0.05349 0.56844 -6.08332 0.05 -0.43 -0.16
H 0.44714 -0.11058 -8.44837 0.19 -0.16 0.46
H 1.72093 -2.20841 -8.89546 -0.04 0.18 0.36
H 2.74639 -3.47781 -7.00075 -0.27 0.46 0.08
H 2.26152 -2.77568 -4.63339 -0.05 -0.01 -0.46
C -1.21292 -2.09176 7.08052 -0.35 -0.09 0.03
C 0.19760 -1.68717 6.72084 0.33 -0.14 -0.09
N 0.35546 -0.66664 5.66614 -0.11 -0.43 -1.22
C -0.27022 0.62176 5.99520 -0.07 0.29 0.18
C 0.22261 1.14919 7.33527 -0.01 0.29 0.14
C 0.33603 -1.12670 4.35347 -0.92 -1.23 1.80
O -0.16222 -2.21320 4.03247 1.06 1.07 -0.09
C 0.94483 -0.25526 3.31088 0.02 0.63 -0.39
C 1.50093 1.02249 3.54978 -0.15 -0.70 -0.55
C 1.68278 1.86956 2.46610 0.01 0.48 -0.68
C 1.28442 1.44033 1.19900 0.20 -0.60 0.40
N 0.92899 0.15195 0.95457 0.46 0.36 0.25
C 0.82239 -0.70592 1.99914 -0.19 0.84 -0.33
H -1.80439 -1.25257 7.46231 0.05 -0.15 -0.04
H -1.15243 -2.84402 7.87432 -0.09 0.15 -0.11
H -1.72946 -2.54479 6.22958 0.04 0.10 0.12
H 0.69160 -1.25243 7.59362 0.07 -0.33 -0.12
H 0.75333 -2.56948 6.39015 0.02 0.21 0.13
H -0.06605 1.35610 5.20920 -0.20 -0.22 0.18
H -1.36705 0.49538 6.03647 0.31 0.02 -0.08
H 1.31563 1.08042 7.42760 -0.27 -0.01 -0.06
H -0.05808 2.20434 7.42942 0.01 -0.22 0.08
H -0.23703 0.60070 8.16639 0.18 0.23 -0.16
H 1.76052 1.34573 4.55282 0.02 -0.14 -0.19
H 2.10452 2.87378 2.57593 -0.27 -0.39 0.07
H 1.28101 2.12439 0.33501 0.13 -0.19 0.35
H 0.56701 -1.73784 1.76345 -0.06 0.25 0.29
```
Forces are in eV/Å.

The highest occupied orbital energy (alpha / beta) is -15.7381 / -15.7386 eV. The expectation value of S² is 8.77. As for the total energy: -3323.40294 Ha. The charge is +3. The calculation puts the gap between HOMO and LUMO (alpha / beta) at 5.114 / 5.995 eV. The spin multiplicity is 6.

Results of the Mulliken charge analysis, in e, for atoms 1 through 6:
1. Sm 0.382
2. P 1.032
3. P 0.856
4. P 0.982
5. H 0.302
6. C -0.490


# 2
Density functional theory data (ωB97M-V/def2-TZVPD) for a cluster of 3 separate species, C27H52F7N3O9P3 in total at a distorted geometry.

Geometry as XYZ:
```
101
Properties=species:S:1:pos:R:3:forces:R:3
C -3.90651 -6.46571 4.71039 0.87 0.71 0.61
C -3.35748 -5.39208 4.79737 -0.36 -0.32 -0.21
C -2.74756 -4.03952 4.95446 -1.38 -0.85 -0.93
C -1.36355 -3.92818 4.30898 1.86 -0.02 3.10
C -0.51506 -5.16214 4.80189 0.43 -0.31 -0.95
C -0.43717 -5.23951 6.31838 -0.07 -0.19 0.74
O -1.28946 -5.57336 7.06661 0.10 0.19 -0.44
F 0.78424 -4.91927 6.82857 -0.31 0.01 -0.71
C -0.46412 -2.72439 4.83529 -0.72 1.20 -0.58
C -0.97072 -1.90229 6.03949 0.16 0.69 -0.65
C -2.03648 -0.82994 5.73872 -0.50 -0.24 0.63
N -1.83166 0.32594 6.61389 0.01 -0.29 -0.42
C -0.00632 -1.90688 3.53756 1.02 -1.90 2.45
N 1.31886 -1.43584 3.95222 -0.35 0.56 -1.31
C 0.02631 -3.15023 2.53705 0.10 4.08 -0.51
C 0.33778 -2.58967 1.11881 -0.20 -1.00 0.01
F 1.63673 -2.22061 1.17335 0.26 -0.25 0.32
F -0.33279 -1.46519 0.84024 -0.50 -0.09 -0.19
C 0.26134 -3.61085 -0.06844 1.13 1.35 -1.05
F 0.80627 -4.76730 0.27820 -0.46 -0.45 0.49
F 1.04517 -3.11347 -1.03689 0.02 0.18 -0.12
F -0.93213 -3.74085 -0.59668 -0.49 -0.55 0.31
N -1.28905 -3.75130 2.81294 0.57 -2.17 1.17
F -1.16982 -5.04866 2.24963 -0.56 -0.06 -0.14
P -2.73880 -3.10499 1.85434 -0.45 1.17 -3.69
C -4.08149 -4.35539 1.72267 0.00 -0.40 1.70
C -3.32308 -1.46529 2.44623 -0.25 -0.42 0.79
H -4.22463 -7.47235 4.89103 -0.20 0.18 -0.37
H -3.49112 -3.33230 4.56197 0.41 0.15 0.02
H -2.71433 -3.86951 6.03488 0.40 0.16 -0.28
H -0.89899 -6.12220 4.43946 -0.21 0.24 0.23
H 0.50540 -5.07025 4.41216 -0.23 -0.05 0.15
H 0.51711 -3.06613 5.18819 -0.48 -0.61 -0.20
H -1.28329 -2.55725 6.86593 0.01 0.11 -0.26
H -0.09039 -1.36187 6.42201 -0.13 -0.17 -0.23
H -3.04019 -1.27839 5.89822 0.25 0.10 -0.15
H -2.02817 -0.46665 4.70259 0.27 -0.22 0.17
H -2.70905 0.80223 6.77372 0.17 0.11 0.24
H -1.40117 0.05685 7.48857 -0.26 0.09 0.09
H -0.64836 -1.06643 3.27727 0.05 -0.30 -0.27
H 1.64918 -0.72879 3.29944 0.08 0.06 0.21
H 1.98996 -2.19669 3.88039 0.02 0.10 0.21
H 0.92960 -3.71135 2.78857 -0.83 -0.78 0.25
H -4.90619 -4.19476 2.42973 0.13 -0.01 -0.26
H -3.67849 -5.35133 1.95440 -0.04 0.26 -0.13
H -4.43925 -4.37618 0.68949 0.28 0.37 0.12
H -4.22935 -1.25948 1.85227 0.25 -0.39 -0.03
H -3.62322 -1.40082 3.49714 0.16 0.20 -0.20
H -2.60151 -0.69636 2.15154 -0.05 -0.23 0.25
O -0.76153 5.24579 -1.59978 1.68 -2.83 -1.31
P -1.21569 4.16882 -0.67042 -4.41 4.08 4.46
O -2.85169 4.20194 -0.84821 0.79 -0.56 -0.26
C -3.42178 4.01061 -2.13749 -0.27 -0.03 -0.27
C -3.43806 2.54378 -2.52969 0.17 -0.03 0.02
O -1.07244 4.92796 0.76880 0.43 -0.76 -0.26
C -0.30671 6.12685 0.90540 -0.07 0.45 0.03
C -1.19446 7.34843 0.78372 -0.19 0.03 0.00
O -1.25118 2.72959 0.19068 1.93 -0.02 -2.49
C -0.67533 1.54211 -0.35734 -0.06 -0.49 0.02
C 0.58529 1.78392 -1.16071 -0.05 0.23 -0.05
H -2.89249 4.60372 -2.88712 0.05 0.03 0.08
H -4.44482 4.38503 -2.08657 0.06 0.05 0.14
H -2.42127 2.18383 -2.71934 -0.02 -0.01 -0.06
H -4.02070 2.39150 -3.43907 0.03 0.01 0.00
H -3.86381 1.93452 -1.73056 -0.07 0.05 -0.01
H 0.51131 6.15345 0.18640 -0.12 -0.02 -0.11
H 0.14495 6.10406 1.89933 -0.09 -0.18 0.01
H -1.77700 7.33067 -0.13771 0.17 -0.04 -0.09
H -0.59857 8.26228 0.80179 0.00 -0.02 0.02
H -1.90869 7.38210 1.60807 0.06 0.01 0.04
H -1.42543 1.02169 -0.96217 0.02 0.02 -0.04
H -0.44334 0.89086 0.48726 -0.07 0.17 0.10
H 0.37047 2.35697 -2.07040 0.02 -0.07 0.01
H 1.03585 0.83735 -1.46126 -0.02 0.00 -0.01
H 1.31333 2.35305 -0.57855 0.01 -0.07 0.02
O 2.47355 2.03296 -6.99331 1.25 -2.93 -1.45
P 3.87500 2.01452 -6.47324 0.06 6.19 4.06
O 3.64741 1.96466 -4.83873 0.16 -0.56 -0.66
C 2.89544 0.90912 -4.26651 -0.08 -0.20 0.20
C 3.71663 -0.36440 -4.15770 0.01 -0.04 -0.13
O 4.28595 3.58495 -6.64632 0.32 -0.70 -0.38
C 3.53054 4.46718 -7.47677 -0.29 0.31 0.06
C 2.50275 5.22543 -6.66119 -0.04 0.03 0.18
O 5.50596 1.68231 -6.34796 -1.78 -1.94 -1.93
C 6.03510 0.45474 -6.86445 0.50 -0.38 0.00
C 5.36631 -0.00142 -8.14404 -0.24 0.12 0.05
H 1.97824 0.72964 -4.83538 0.02 0.07 -0.05
H 2.60302 1.23685 -3.26721 0.07 0.15 -0.05
H 3.90624 -0.78642 -5.14923 -0.03 -0.05 0.02
H 3.18966 -1.11845 -3.56923 -0.01 0.00 -0.03
H 4.68185 -0.16317 -3.69176 -0.04 0.03 0.05
H 3.06756 3.92792 -8.30257 -0.07 -0.09 0.12
H 4.23772 5.17352 -7.91591 0.14 -0.11 0.10
H 1.86746 4.54946 -6.08793 -0.02 -0.09 -0.16
H 1.86920 5.83478 -7.30793 0.03 0.00 0.00
H 2.99724 5.87989 -5.94164 0.02 0.03 -0.06
H 5.97183 -0.32060 -6.09540 -0.05 0.02 0.00
H 7.09619 0.62626 -7.05216 -0.06 0.17 0.09
H 4.31794 -0.27273 -7.96667 0.06 -0.03 -0.02
H 5.87257 -0.87626 -8.55152 -0.01 0.01 0.01
H 5.37901 0.79370 -8.89226 0.08 -0.04 0.00
```
Forces are in eV/Å.

The highest occupied orbital energy is -11.2633 eV. As for the total energy: -3624.16689 Ha. The charge is +1. The calculation puts the gap between HOMO and LUMO at 7.622 eV.

Results of the Mulliken charge analysis, in e, for atoms 1 through 6:
1. C -0.113
2. C -1.542
3. C -0.132
4. C -0.016
5. C -0.748
6. C 0.277